{"formula": "C16H24FO12", "method": "ωB97M-V/def2-TZVPD", "de_lowest_kcal_mol": 31.64, "charge": -1, "gap_ha": 0.219, "species": ["F", "C", "C", "C", "O", "C", "O", "O", "H", "H", "H", "H", "H", "H", "C", "C", "C", "O", "C", "O", "O", "H", "H", "H", "H", "H", "H", "C", "C", "C", "O", "C", "O", "O", "H", "H", "H", "H", "H", "H", "C", "C", "C", "O", "C", "O", "O", "H", "H", "H", "H", "H", "H"], "coordinates": [[1.05277, -2.14920, 0.63034], [6.79023, 3.48454, 1.15748], [6.65712, 2.73727, 2.52956], [6.28132, 1.25050, 2.56026], [7.19694, 0.74633, 3.51722], [8.10563, 1.69610, 3.96457], [8.94715, 1.55769, 4.83003], [7.81152, 2.87720, 3.41077], [7.78698, 3.24478, 0.78720], [6.45454, 4.49567, 1.38779], [6.12853, 3.17675, 0.34784], [5.83377, 3.25019, 3.02665], [6.20870, 0.96432, 1.51100], [5.27404, 1.00071, 2.89353], [-5.41759, -4.21814, 2.32477], [-5.63003, -2.89996, 1.49718], [-4.96131, -3.24701, 0.15627], [-6.13663, -3.46683, -0.64064], [-7.29190, -3.21622, -0.04082], [-8.43069, -3.31803, -0.53405], [-6.96486, -2.75866, 1.22151], [-4.35991, -4.35730, 2.54852], [-5.81858, -5.14511, 1.91486], [-6.15735, -4.18226, 3.12450], [-5.17647, -2.05261, 2.01135], [-4.44879, -4.20726, 0.09828], [-4.25279, -2.53619, -0.26897], [-0.99872, -3.69481, -6.03659], [-0.56429, -2.19162, -6.10460], [0.67610, -1.74684, -5.37579], [1.58907, -1.24548, -6.35164], [1.10267, -1.63340, -7.55150], [1.77762, -1.57469, -8.52557], [-0.08807, -2.16218, -7.46461], [-1.44707, -3.99171, -5.08847], [-0.05559, -4.16327, -6.31795], [-1.82491, -3.92387, -6.70967], [-1.43269, -1.56170, -5.91178], [1.14200, -2.60352, -4.88881], [0.57661, -0.83825, -4.78193], [-0.92574, 2.77831, 4.02943], [-0.80142, 3.57519, 2.79980], [-1.99115, 3.48634, 1.82029], [-2.11106, 4.81021, 1.43265], [-1.14166, 5.60389, 1.93643], [-1.04168, 6.78241, 1.74395], [-0.53861, 4.92875, 2.90374], [-1.83600, 2.17938, 4.05748], [-0.78616, 3.38438, 4.92458], [-0.17963, 1.99163, 3.91733], [0.07035, 3.19337, 2.26847], [-2.92900, 3.13482, 2.25037], [-1.72328, 2.75538, 1.05737]], "atomic_forces_ev_per_a": [[-0.1, 0.1, 0.0], [0.2, -1.1, 1.2], [-1.9, 1.1, 0.0], [-0.2, 1.4, -0.2], [1.6, -0.8, 0.1], [-0.2, -0.3, 1.3], [-1.6, -0.4, -1.9], [-0.4, 0.0, -1.3], [0.2, 1.0, -0.1], [1.1, 0.3, -0.4], [-0.4, -0.6, 0.5], [0.2, 0.2, 0.3], [1.4, -1.3, 0.0], [0.0, 0.5, 0.5], [-1.3, 0.8, 0.5], [2.7, -3.3, 0.4], [-0.5, 0.0, -0.5], [-0.1, -0.2, -2.0], [-2.0, 0.5, -0.4], [4.0, 0.3, 2.0], [-2.8, 0.6, -0.6], [-0.3, 0.1, 0.6], [0.4, 0.2, -1.3], [0.8, 0.4, 1.1], [-0.4, 0.1, -0.1], [0.1, 0.1, 0.6], [-0.6, 0.5, -0.2], [0.2, 1.2, 0.9], [-1.1, -1.6, -0.7], [0.8, 0.7, 1.2], [-0.7, -0.6, -0.7], [2.3, 0.3, 0.1], [-0.1, 0.2, -1.1], [-1.7, 0.6, -0.5], [0.8, 0.0, 0.4], [-0.5, -0.9, 0.3], [0.4, 0.3, -0.6], [0.2, 0.4, -0.5], [0.1, 0.3, 0.5], [-0.6, -0.8, 0.9], [0.2, -1.0, 0.8], [0.3, -1.6, -2.1], [0.6, -1.0, 1.1], [-0.5, 1.1, -2.3], [-1.7, 1.1, 1.0], [0.3, -1.0, -0.4], [1.0, 1.4, 1.2], [-0.4, 0.5, 0.2], [0.0, -0.3, 0.1], [0.3, 0.1, 0.8], [0.0, -0.2, -0.2], [0.0, 0.3, 0.3], [-0.1, 0.5, -0.6]]}

=====

{"formula": "C16H24FeIN4", "method": "ωB97M-V/def2-TZVPD", "s_squared": 6.01, "charge": 1, "gap_ha": [0.298, 0.299], "multiplicity": 5, "species": ["Fe", "N", "C", "C", "N", "C", "C", "N", "C", "C", "N", "H", "H", "H", "H", "H", "H", "H", "H", "H", "H", "H", "H", "H", "H", "H", "H", "H", "H", "I", "C", "C", "C", "C", "C", "C", "C", "C", "C", "C", "H", "H", "H", "H", "H", "H"], "coordinates": [[0.29878, 0.24551, -0.12933], [-0.01600, 0.77032, -2.38346], [0.28310, 2.17248, -2.52535], [-0.26345, 2.90287, -1.31102], [0.35726, 2.40270, -0.05274], [-0.48919, 2.86881, 1.07440], [-0.13362, 2.27023, 2.41229], [-0.06311, 0.82148, 2.21917], [1.74214, 2.91623, 0.04788], [2.73315, 1.92824, 0.59670], [2.61006, 0.71419, -0.18785], [-0.99176, 0.57563, -2.52271], [0.52026, 0.18826, -2.99526], [1.37546, 2.30386, -2.62521], [-0.13918, 2.66225, -3.39005], [-0.15166, 3.98745, -1.36676], [-1.33985, 2.68153, -1.25472], [-0.45422, 3.96858, 1.09019], [-1.50503, 2.64103, 0.76385], [0.81690, 2.69185, 2.75990], [-0.92283, 2.62113, 3.09864], [0.45825, 0.34622, 2.94514], [-1.01066, 0.44312, 2.30692], [2.03004, 3.21634, -0.95012], [1.73287, 3.84117, 0.61599], [3.70286, 2.41955, 0.57769], [2.56329, 1.68001, 1.65210], [2.83504, 0.91270, -1.16975], [3.25079, -0.00046, 0.11769], [-2.88995, 0.15907, -0.11700], [-2.48231, -2.02250, 0.05588], [-3.60206, -2.79524, 0.16022], [-3.43722, -4.19479, 0.23597], [-2.17503, -4.73342, 0.16804], [-1.02004, -3.92813, 0.08226], [0.25763, -4.54330, 0.02333], [1.39132, -3.80222, -0.11302], [1.26430, -2.39252, -0.14198], [0.05169, -1.74371, -0.10230], [-1.12857, -2.51520, 0.02246], [-4.58354, -2.33195, 0.18071], [-4.29340, -4.82924, 0.26918], [-2.05448, -5.79439, 0.15162], [0.30327, -5.61124, 0.08832], [2.36260, -4.27152, -0.15990], [2.20612, -1.84298, -0.21802]], "atomic_forces_ev_per_a": [[0.0, 0.4, 0.1], [0.2, -0.3, 0.8], [0.6, 1.0, 0.2], [0.0, -0.3, 0.4], [-0.2, 0.5, -0.1], [0.1, 0.9, -0.9], [-0.2, 0.6, -0.3], [-0.5, -0.5, 0.2], [-0.7, 0.5, 0.2], [0.0, 0.3, 0.6], [-0.2, -0.2, -0.8], [-0.4, -0.2, -0.1], [0.2, -0.3, -0.4], [-0.4, -0.1, 0.1], [-0.2, -0.1, -0.5], [0.1, 0.1, -0.2], [0.3, 0.1, 0.0], [0.1, -0.1, 0.3], [-0.2, -0.3, 0.4], [-0.1, -0.3, 0.0], [0.4, -0.4, 0.1], [0.2, 0.1, 0.1], [0.3, 0.0, -0.2], [0.4, -0.1, -0.3], [0.1, 0.2, 0.3], [0.4, -0.2, -0.2], [-0.2, 0.1, -0.2], [0.0, -0.2, 0.4], [0.1, -0.2, 0.1], [0.3, -1.4, 0.1], [0.4, 0.8, -0.1], [0.3, 0.3, 0.1], [0.9, 0.1, -0.3], [-0.8, 0.5, 0.1], [-0.1, -0.2, 0.0], [0.0, 0.3, -0.1], [-0.4, 0.2, 0.2], [0.3, -0.6, -0.2], [0.3, 0.5, 0.2], [-0.7, -0.1, -0.2], [0.1, -0.2, 0.0], [-0.5, -0.3, 0.1], [0.1, -0.6, 0.1], [0.0, -0.5, 0.0], [0.1, -0.1, 0.0], [-0.3, 0.0, 0.0]]}